[1]
The following is a quantum chemistry calculation of a structure of composition C40H61BN7OOsPS4 at a distorted geometry, from the Open Molecules 2025 dataset.

Structure (XYZ):
```
116
C40H61BN7OOsPS4 ωB97M-V with the def2-TZVPD basis set
Os 0.14 0.01 0.14
C 1.63 1.62 3.49
C 2.48 0.55 4.18
C 2.53 0.85 5.68
C 3.91 0.51 3.64
N 1.81 -0.74 3.95
C 1.14 -1.47 4.89
C 0.57 -2.52 4.26
N 0.88 -2.46 2.94
B 0.42 -3.57 1.99
N -1.07 -3.42 1.62
C -1.79 -4.53 1.32
C -3.09 -4.18 1.20
N -3.18 -2.84 1.43
C -1.92 -2.38 1.66
S -1.49 -0.75 1.99
C -4.43 -2.08 1.49
C -4.36 -0.92 0.50
C -5.61 -2.98 1.12
C -4.62 -1.57 2.93
N 1.31 -3.67 0.74
C 2.44 -4.44 0.77
C 2.96 -4.49 -0.47
N 2.15 -3.75 -1.29
C 1.16 -3.23 -0.53
S -0.12 -2.21 -1.06
C 2.28 -3.66 -2.76
C 2.40 -2.21 -3.20
C 3.54 -4.41 -3.21
C 1.04 -4.32 -3.38
C 1.63 -1.35 2.75
S 2.28 -0.86 1.25
H 2.03 2.60 3.69
H 0.60 1.57 3.85
H 1.62 1.45 2.41
H 3.08 1.77 5.84
H 3.04 0.06 6.23
H 1.53 1.00 6.09
H 4.38 1.47 3.79
H 3.92 0.28 2.58
H 4.48 -0.25 4.17
H 1.09 -1.19 5.92
H -0.02 -3.32 4.65
H 0.53 -4.60 2.57
H -1.33 -5.49 1.23
H -3.93 -4.79 0.96
H -4.03 -1.29 -0.47
H -3.68 -0.15 0.83
H -5.35 -0.48 0.38
H -5.50 -3.37 0.11
H -6.52 -2.39 1.14
H -5.73 -3.81 1.81
H -3.78 -0.95 3.22
H -4.69 -2.40 3.63
H -5.53 -0.98 2.99
H 2.76 -4.90 1.68
H 3.84 -4.99 -0.81
H 3.14 -1.68 -2.60
H 1.45 -1.70 -3.12
H 2.72 -2.18 -4.24
H 4.43 -3.96 -2.79
H 3.61 -4.35 -4.29
H 3.50 -5.46 -2.94
H 0.14 -3.83 -3.03
H 1.00 -5.37 -3.12
H 1.08 -4.22 -4.46
O -1.63 1.73 -0.21
N -3.95 1.47 -1.37
C -4.92 2.34 -1.13
C -5.74 2.84 -2.12
C -5.52 2.40 -3.43
C -4.54 1.47 -3.68
C -3.76 1.01 -2.61
S -2.50 -0.14 -2.83
H -5.02 2.64 -0.10
H -6.51 3.55 -1.89
H -6.11 2.81 -4.24
H -4.35 1.11 -4.68
C 3.24 3.55 0.89
C 2.92 3.05 -0.52
C 3.27 4.15 -1.52
C 3.79 1.82 -0.83
P 1.15 2.34 -0.63
C 0.87 2.25 -2.44
C 0.86 3.32 -3.33
C 0.60 3.10 -4.67
C 0.32 1.82 -5.14
C 0.34 0.75 -4.26
C 0.62 0.97 -2.93
C -0.16 3.62 -0.06
C 0.03 5.07 -0.48
C -1.46 3.06 -0.65
C -0.27 3.53 1.46
H 4.24 3.99 0.90
H 3.22 2.73 1.60
H 2.55 4.33 1.20
H 4.31 4.42 -1.38
H 2.67 5.04 -1.37
H 3.16 3.81 -2.55
H 4.84 2.07 -0.77
H 3.59 1.45 -1.84
H 3.58 1.01 -0.14
H 1.04 4.33 -3.01
H 0.59 3.93 -5.35
H 0.08 1.67 -6.19
H 0.11 -0.24 -4.61
H 0.61 0.14 -2.22
H 0.01 5.20 -1.55
H 0.96 5.47 -0.08
H -0.78 5.67 -0.06
H -1.43 3.11 -1.75
H -2.32 3.66 -0.31
H -2.52 1.42 -0.57
H 0.65 3.83 1.95
H -0.51 2.50 1.75
H -1.08 4.18 1.81
```

## Properties
<S²>: 0.84
Spin multiplicity: 2
M: 1016.26 g/mol
Total charge: +1
Largest force on an atom: 2.46 eV/A
E_HOMO (spin up / spin down): -8.25 / -8.25 eV
LUMO (spin up / spin down): -0.15740 / -0.13839 hartree
Frontier orbital gap (spin up / spin down): 4.0 / 4.5 eV

***

[2]
The following is a quantum chemistry calculation of a cluster of 4 separate species, C40H61Br2F24N3O10P in total at a distorted geometry, from the Open Molecules 2025 dataset.

Structure (XYZ):
```
141
C40H61Br2F24N3O10P ωB97M-V with the def2-TZVPD basis set
C -3.86 3.86 5.65
C -3.89 2.30 6.01
O -4.21 1.46 4.85
P -3.17 0.13 4.94
O -3.17 -0.49 6.36
C -3.64 -1.29 3.78
C -4.72 -0.90 2.67
C -4.33 -1.35 1.17
C -2.80 -1.25 0.71
C -2.09 -2.48 0.01
Br -1.11 -2.27 -1.72
C -2.06 -3.80 0.53
C -1.28 -5.00 -0.21
Br -2.95 -4.26 2.22
C -2.89 0.15 -0.11
C -2.38 1.48 0.66
N -3.04 1.67 1.99
C -4.02 2.78 1.99
N -4.27 0.19 -0.71
C -4.77 1.48 -1.30
C -3.90 2.04 -2.52
C -4.70 1.82 -3.91
C -4.46 0.38 -4.53
N -3.04 -0.06 -4.53
C -2.88 -1.36 -5.31
C -2.15 0.88 -5.22
C -0.59 0.80 -4.83
O -2.50 1.70 -6.09
C -5.29 -0.63 0.07
O -5.58 -1.68 -0.90
O -6.38 0.13 0.56
C -7.53 -0.69 0.90
C -8.16 -0.31 2.35
C -8.48 -1.71 3.10
O -9.44 0.37 2.20
O -1.59 0.71 4.66
C -0.61 -0.37 4.68
C 0.39 -0.17 3.44
H -4.90 4.25 5.37
H -3.16 4.05 4.76
H -3.42 4.48 6.51
H -2.89 2.05 6.48
H -4.68 2.17 6.82
H -2.66 -1.70 3.37
H -4.09 -2.13 4.41
H -5.68 -1.49 2.92
H -5.04 0.20 2.74
H -4.76 -2.41 1.14
H -2.03 -0.96 1.51
H -1.48 -5.03 -1.32
H -1.68 -5.97 0.26
H -0.18 -4.89 0.07
H -2.25 0.22 -1.06
H -2.46 2.41 0.01
H -1.27 1.30 0.87
H -2.28 1.98 2.62
H -5.08 2.42 1.70
H -3.77 3.61 1.23
H -4.12 3.29 3.00
H -4.11 -0.38 -1.57
H -5.82 1.25 -1.72
H -4.92 2.31 -0.55
H -2.87 1.59 -2.61
H -3.80 3.17 -2.35
H -5.81 1.99 -3.74
H -4.33 2.65 -4.61
H -4.89 0.32 -5.59
H -5.03 -0.40 -3.90
H -2.36 -1.09 -6.30
H -2.20 -2.10 -4.79
H -3.88 -1.80 -5.60
H -0.20 1.77 -4.42
H -0.06 0.48 -5.79
H -0.39 -0.05 -4.09
H -6.35 -1.38 -1.45
H -7.33 -1.80 0.93
H -8.35 -0.43 0.15
H -7.43 0.30 2.96
H -9.43 -2.19 2.66
H -7.65 -2.48 2.95
H -8.57 -1.54 4.23
H -10.10 -0.16 2.71
H -1.04 -1.41 4.76
H 0.03 -0.22 5.62
H 0.10 0.78 2.86
H 1.48 0.01 3.76
H 0.40 -1.03 2.70
C 6.15 -1.25 4.66
C 7.23 -0.23 4.20
C 6.75 1.20 3.93
F 5.82 1.26 2.96
F 7.79 1.97 3.52
F 7.88 -0.74 3.13
F 8.16 -0.17 5.20
O 5.57 -2.10 3.66
C 4.50 -1.60 2.90
C 4.86 -1.45 1.41
F 5.93 -0.66 1.23
F 3.83 -0.87 0.73
F 4.05 -0.46 3.45
F 3.50 -2.50 3.02
H 6.67 -1.94 5.33
H 5.39 -0.78 5.29
H 6.33 1.65 4.84
H 5.07 -2.42 0.96
C -0.41 -0.41 -9.65
C -0.52 -0.60 -11.18
C -1.60 -1.58 -11.67
F -1.42 -2.83 -11.21
F -1.58 -1.66 -13.02
F 0.69 -0.93 -11.68
F -0.82 0.62 -11.71
O 0.60 -1.16 -8.96
C 0.29 -2.49 -8.58
C 1.15 -3.53 -9.31
F 1.03 -3.42 -10.65
F 0.75 -4.78 -8.98
F -1.03 -2.69 -8.72
F 0.54 -2.56 -7.25
H -0.09 0.63 -9.51
H -1.37 -0.47 -9.15
H -2.60 -1.24 -11.37
H 2.20 -3.42 -9.05
C 11.46 2.37 4.87
C 11.04 3.37 3.78
C 10.83 2.79 2.37
F 11.95 2.22 1.88
F 10.49 3.77 1.50
F 11.93 4.40 3.75
F 9.86 3.92 4.18
O 12.86 2.27 5.19
C 13.66 1.43 4.38
C 14.72 2.20 3.59
F 14.16 3.16 2.81
F 15.40 1.37 2.76
F 12.87 0.66 3.61
F 14.29 0.58 5.23
H 11.02 2.75 5.80
H 11.01 1.39 4.73
H 10.03 2.05 2.37
H 15.43 2.69 4.25
```

## Properties
M: 1390.67 g/mol
Total charge: +1
Largest force on an atom: 4.41 eV/A
E_HOMO: -11.88 eV
LUMO: -0.08700 hartree
Frontier orbital gap: 9.5 eV

***

[3]
The following is a quantum chemistry calculation of a structure of composition C40H62Cl2GeN4O4P3Ta at a distorted geometry, from the Open Molecules 2025 dataset.

Structure (XYZ):
```
117
C40H62Cl2GeN4O4P3Ta ωB97M-V with the def2-TZVPD basis set
Ta 0.48 1.77 -0.72
C 0.09 0.71 4.90
C 0.74 0.80 3.53
C 1.99 1.67 3.63
P -0.36 1.46 2.15
C -1.57 0.05 1.96
N -0.93 -1.06 1.33
Ge -0.03 -0.78 -0.34
N 1.92 -1.42 0.00
C 2.92 -0.45 0.33
P 3.07 0.95 -0.92
C 4.59 1.92 -0.32
C 5.87 1.09 -0.39
C 4.48 2.46 1.10
C 3.76 0.15 -2.48
C 4.36 1.19 -3.43
C 2.79 -0.75 -3.24
C 2.26 -2.65 -0.49
C 3.55 -3.11 -0.80
C 3.74 -4.36 -1.36
C 2.65 -5.17 -1.67
C 1.37 -4.74 -1.37
C 1.18 -3.51 -0.75
N -0.09 -3.01 -0.27
C -0.24 -3.31 1.14
C 0.09 -4.53 1.70
C -0.19 -4.80 3.03
C -0.78 -3.81 3.81
C -1.05 -2.57 3.29
C -0.77 -2.28 1.95
C -1.22 -3.48 -1.03
C -1.72 -4.77 -0.95
C -2.73 -5.19 -1.80
C -3.23 -4.31 -2.75
C -2.80 -3.01 -2.79
C -1.82 -2.54 -1.89
N -1.46 -1.23 -1.75
C -2.35 -0.24 -2.31
P -2.61 1.23 -1.17
C -3.41 2.42 -2.41
C -4.50 3.32 -1.83
C -2.35 3.31 -3.06
C -4.23 0.54 -0.38
C -4.76 1.40 0.77
C -4.24 -0.93 0.05
C -1.37 2.83 2.93
C -1.85 3.80 1.84
C -2.57 2.38 3.77
H 0.80 0.25 5.59
H -0.81 0.10 4.92
H -0.13 1.69 5.30
H 1.01 -0.21 3.19
H 1.74 2.66 3.99
H 2.48 1.77 2.67
H 2.69 1.23 4.33
H -2.35 0.43 1.30
H -2.01 -0.22 2.92
H 3.89 -0.93 0.45
H 2.65 0.02 1.28
H 4.65 2.77 -1.02
H 5.82 0.21 0.26
H 6.68 1.71 -0.01
H 6.16 0.78 -1.39
H 4.54 1.66 1.83
H 3.59 3.05 1.27
H 5.33 3.12 1.29
H 4.56 -0.48 -2.09
H 3.66 1.98 -3.70
H 4.66 0.69 -4.35
H 5.25 1.67 -3.02
H 2.25 -0.20 -4.01
H 2.07 -1.26 -2.60
H 3.36 -1.53 -3.75
H 4.43 -2.51 -0.59
H 4.74 -4.70 -1.58
H 2.80 -6.13 -2.13
H 0.53 -5.37 -1.61
H 0.57 -5.29 1.10
H 0.05 -5.76 3.45
H -1.00 -4.02 4.85
H -1.48 -1.83 3.94
H -1.32 -5.47 -0.23
H -3.10 -6.20 -1.74
H -3.98 -4.65 -3.45
H -3.20 -2.35 -3.54
H -3.35 -0.67 -2.44
H -2.02 0.09 -3.30
H -3.86 1.78 -3.17
H -4.11 4.00 -1.07
H -5.34 2.75 -1.42
H -4.91 3.93 -2.63
H -1.75 3.82 -2.30
H -2.83 4.08 -3.66
H -1.72 2.73 -3.74
H -4.91 0.63 -1.24
H -4.40 1.03 1.73
H -5.85 1.33 0.80
H -4.50 2.45 0.67
H -3.56 -1.16 0.85
H -4.05 -1.62 -0.77
H -5.25 -1.14 0.41
H -0.68 3.37 3.58
H -2.35 3.27 1.03
H -1.03 4.39 1.44
H -2.57 4.50 2.26
H -3.32 1.89 3.16
H -3.03 3.25 4.22
H -2.29 1.71 4.58
O 1.25 5.18 0.71
Cl 1.22 4.08 -0.11
O 2.14 4.09 -1.16
O -0.10 3.83 -0.62
O 1.51 2.88 0.65
Cl 0.25 1.00 -2.99
C 0.90 2.54 -2.73
H 0.31 3.30 -3.24
H 1.92 2.58 -3.11
```

## Properties
<S²>: 0.77
Spin multiplicity: 2
M: 1080.35 g/mol
Total charge: +3
Largest force on an atom: 5.53 eV/A
E_HOMO (spin up / spin down): -15.05 / -14.57 eV
LUMO (spin up / spin down): -0.37413 / -0.39925 hartree
Frontier orbital gap (spin up / spin down): 4.9 / 3.7 eV

***

[4]
The following is a quantum chemistry calculation of a structure of composition C40H62ClO7Se2Si2W at a distorted geometry, from the Open Molecules 2025 dataset.

Structure (XYZ):
```
115
C40H62ClO7Se2Si2W ωB97M-V with the def2-TZVPD basis set
W 0.24 -0.20 0.34
O 1.57 -1.54 2.13
C 2.89 -1.67 2.63
C 3.23 -0.60 3.73
C 4.43 -1.20 4.52
O 5.05 -0.27 5.38
C 2.07 -0.43 4.65
Se -0.85 0.27 2.42
C 3.65 0.68 3.10
Se 2.49 0.44 0.07
H 1.02 -1.34 2.91
H 3.56 -1.56 1.78
H 3.01 -2.68 3.07
H 5.15 -1.61 3.79
H 4.07 -2.02 5.16
H 5.09 0.57 4.90
H 1.62 0.53 4.82
H 1.69 -1.28 5.20
H 4.43 0.68 2.35
H 3.04 1.57 3.19
Cl -4.94 -2.87 -4.19
C -3.46 -2.24 -3.54
C -2.25 -2.80 -3.90
C -1.08 -2.29 -3.36
C -1.07 -1.23 -2.45
C 0.22 -0.71 -1.91
C -2.32 -0.68 -2.12
C -3.49 -1.17 -2.66
H -2.22 -3.63 -4.60
H -0.13 -2.73 -3.66
H 0.31 0.33 -2.23
H 1.04 -1.25 -2.38
H -2.37 0.17 -1.45
H -4.45 -0.73 -2.40
C -0.44 -6.02 1.20
C -0.38 -4.77 0.32
C -1.15 -5.05 -0.97
C 1.08 -4.46 -0.04
Si -1.13 -3.22 1.19
O -0.44 -1.95 0.46
C -3.02 -3.12 1.04
C -3.66 -1.89 0.97
C -5.04 -1.80 0.92
C -5.82 -2.95 0.95
C -5.20 -4.19 1.05
C -3.82 -4.27 1.11
C -0.83 -3.35 3.07
C 0.35 -3.85 3.61
C 0.54 -3.94 4.99
C -0.45 -3.52 5.85
C -1.64 -3.02 5.34
C -1.83 -2.94 3.97
H -0.03 -6.88 0.66
H -1.47 -6.26 1.48
H 0.12 -5.90 2.13
H -0.70 -5.90 -1.50
H -1.14 -4.19 -1.63
H -2.20 -5.31 -0.77
H 1.47 -5.20 -0.75
H 1.72 -4.46 0.84
H 1.17 -3.47 -0.50
H -3.07 -0.98 0.97
H -5.52 -0.83 0.86
H -6.90 -2.88 0.89
H -5.79 -5.09 1.10
H -3.35 -5.24 1.22
H 1.15 -4.17 2.95
H 1.47 -4.34 5.37
H -0.30 -3.57 6.93
H -2.43 -2.69 6.01
H -2.76 -2.54 3.58
C 0.21 5.01 -3.27
C 0.47 3.51 -3.19
C 1.80 3.23 -2.50
C 0.47 2.89 -4.59
O -0.61 2.89 -2.49
Si -0.99 2.78 -0.91
O -0.44 1.38 -0.31
O -2.60 2.55 -0.81
C -3.72 3.33 -1.22
C -4.40 2.58 -2.36
C -3.31 4.72 -1.69
C -4.65 3.43 -0.01
O -0.46 4.16 -0.21
C -0.11 4.57 1.13
C 1.15 3.88 1.62
C -1.28 4.31 2.07
C 0.15 6.07 1.02
H 1.05 5.53 -3.74
H 0.08 5.40 -2.26
H -0.69 5.22 -3.84
H 2.62 3.68 -3.06
H 1.98 2.16 -2.42
H 1.79 3.65 -1.49
H 1.25 3.34 -5.20
H -0.50 3.04 -5.06
H 0.65 1.82 -4.51
H -3.67 2.36 -3.14
H -5.21 3.18 -2.78
H -4.81 1.63 -2.00
H -2.67 4.64 -2.57
H -2.74 5.23 -0.91
H -4.19 5.31 -1.94
H -4.80 2.43 0.41
H -5.62 3.84 -0.31
H -4.21 4.06 0.75
H 1.04 2.81 1.54
H 1.32 4.12 2.67
H 2.02 4.17 1.02
H -1.48 3.24 2.13
H -2.18 4.82 1.70
H -1.05 4.67 3.07
H 0.97 6.26 0.33
H 0.41 6.48 2.00
H -0.74 6.59 0.65
```

## Properties
<S²>: 2.01
Spin multiplicity: 3
M: 1088.31 g/mol
Total charge: -1
Largest force on an atom: 2.44 eV/A
E_HOMO (spin up / spin down): -4.36 / -4.47 eV
LUMO (spin up / spin down): 0.08506 / 0.07097 hartree
Frontier orbital gap (spin up / spin down): 6.7 / 6.4 eV

***

Question: What is the formula in the first record?
Answer: C40H61BN7OOsPS4

***

Question: Which of these has the lowest largest force on an atom?
Answer: C40H62ClO7Se2Si2W